This record from the OMol25 dataset describes a cluster of 3 separate species, C24H26Br4N2S in total in a non-equilibrium geometry. The level of theory is ωB97M-V/def2-TZVPD.

The geometry in XYZ format:
```
57
Properties=species:S:1:pos:R:3:forces:R:3
C -1.026 -1.158 1.891 -0.636 -0.696 -0.394
C -1.278 -1.517 0.440 0.072 0.076 0.237
C -2.496 -2.114 0.110 -0.001 -0.074 -0.019
C -2.813 -2.467 -1.189 0.256 0.302 -0.044
C -1.891 -2.187 -2.187 0.152 -0.251 -0.026
C -0.661 -1.622 -1.875 -0.444 0.419 0.195
C -0.334 -1.252 -0.561 -0.305 -0.316 -0.104
C 0.968 -0.541 -0.225 -0.704 0.846 -0.420
C 1.223 0.541 -1.265 0.216 -0.366 0.386
C 2.106 0.303 -2.312 -0.280 0.435 0.333
C 2.337 1.293 -3.262 -0.074 -0.350 0.366
C 1.658 2.495 -3.169 0.400 -0.024 -0.376
C 0.772 2.733 -2.126 -0.387 0.179 0.266
C 0.554 1.767 -1.148 0.298 -0.911 -0.495
N -0.302 1.934 -0.009 0.296 1.446 -0.038
N 0.520 2.647 0.992 -0.136 -0.123 -0.194
C -1.466 2.743 -0.275 -0.633 -0.367 0.059
C -2.617 2.428 0.440 -0.158 -0.159 0.106
C -3.790 3.158 0.320 0.420 0.112 -0.038
C -3.827 4.250 -0.544 0.145 -0.638 0.441
C -2.689 4.551 -1.274 -0.292 0.613 -0.325
C -1.511 3.828 -1.147 0.257 -0.372 0.081
S -0.074 4.290 -2.064 0.012 0.022 -0.038
H -1.201 -0.098 2.064 0.361 0.109 0.071
H -0.047 -1.484 2.229 0.147 0.315 0.028
H -1.749 -1.709 2.494 -0.014 0.084 0.108
H -3.224 -2.304 0.890 0.077 0.000 0.107
H -3.767 -2.925 -1.411 -0.032 -0.011 -0.068
H -2.101 -2.424 -3.222 -0.064 -0.050 -0.013
H 0.001 -1.419 -2.704 0.181 0.151 0.093
H 1.822 -1.204 -0.156 0.040 -0.194 -0.036
H 0.830 -0.038 0.728 0.166 -0.099 0.133
H 2.595 -0.660 -2.336 0.133 -0.010 -0.192
H 3.045 1.103 -4.056 -0.037 0.155 -0.123
H 1.856 3.243 -3.926 -0.228 0.162 0.072
H 0.832 3.516 0.549 0.047 0.006 0.054
H -0.144 2.945 1.702 0.104 -0.191 0.191
H -2.593 1.592 1.127 0.133 -0.117 -0.087
H -4.639 2.863 0.920 -0.147 0.104 -0.059
H -4.742 4.820 -0.613 0.083 0.180 -0.254
H -2.730 5.382 -1.969 0.121 0.003 -0.025
Br -0.300 -2.000 5.674 0.069 -0.001 -0.039
C 0.847 -0.554 6.290 -0.202 -0.096 0.132
C 0.479 0.758 5.650 0.243 0.072 -0.136
Br 1.101 0.863 3.809 -0.022 0.154 0.139
H 1.869 -0.852 6.077 0.007 0.044 -0.031
H 0.699 -0.508 7.367 -0.004 0.037 -0.009
H 0.969 1.581 6.166 0.006 -0.035 0.041
H -0.592 0.929 5.630 -0.010 -0.057 0.037
Br 2.915 -6.851 -2.571 -0.043 0.040 -0.047
C 3.697 -5.103 -2.914 0.116 -0.198 0.078
C 3.474 -4.159 -1.763 -0.178 0.185 -0.064
Br 1.645 -3.481 -1.719 0.443 -0.530 -0.050
H 3.263 -4.742 -3.841 -0.021 0.042 0.026
H 4.759 -5.288 -3.058 0.000 0.035 0.026
H 4.104 -3.277 -1.870 0.021 -0.043 -0.028
H 3.662 -4.622 -0.799 0.031 -0.049 -0.033
```
Positions in Å, forces in eV/Å.

* electronic energy: -319295.0493 eV
* highest occupied orbital energy: -8.06 eV
* 2S+1: 1
* E_LUMO: 0.55 eV
* gap between HOMO and LUMO: 8.607 eV
* SMILES: Cc1ccccc1Cc1cccc2c1N(N)c1ccccc1S2.BrCCBr.BrCCBr

---

This record from the OMol25 dataset describes a structure of composition C24H26Cl5N3PtSeSi2 in a non-equilibrium geometry. The level of theory is ωB97M-V/def2-TZVPD.

The geometry in XYZ format:
```
62
Properties=species:S:1:pos:R:3:forces:R:3
Pt 0.547 0.034 -0.217 0.268 0.377 1.230
Cl 2.995 0.507 -2.180 0.442 0.122 -0.500
C 3.468 0.516 -0.525 0.155 0.028 0.638
C 2.462 0.292 0.408 0.424 -0.490 -0.752
C 2.809 0.248 1.750 0.294 0.115 -0.611
Cl 1.544 -0.062 2.860 -0.150 -0.140 0.717
C 4.129 0.396 2.168 -0.083 0.007 -0.083
Cl 4.522 0.319 3.838 0.061 0.003 0.068
C 5.129 0.583 1.211 -0.175 -0.052 -0.048
Cl 6.764 0.709 1.698 0.259 0.059 0.079
C 4.801 0.644 -0.146 -0.128 0.036 -0.095
Cl 6.024 0.828 -1.340 0.127 0.046 0.000
C -2.702 -1.315 -2.517 0.403 0.300 0.379
Si -2.095 0.400 -1.946 -0.286 1.138 0.367
C -0.675 0.981 -3.090 -0.402 -0.386 0.230
C -3.577 1.571 -2.284 0.494 -0.557 -0.159
C -1.552 0.713 -0.116 -0.852 -1.319 -0.837
C -1.006 2.084 -0.091 0.015 -0.408 -0.119
C -1.630 3.310 0.073 0.221 0.744 -0.045
C -0.862 4.469 0.018 -0.107 -0.737 0.015
C 0.511 4.364 -0.179 -0.040 0.090 -0.031
C 1.081 3.114 -0.302 0.052 -0.304 -0.089
N 0.331 2.005 -0.262 -0.440 1.032 0.280
Si -2.590 0.368 1.466 -0.112 0.535 -0.459
C -1.873 1.465 2.855 -0.302 -0.400 -0.373
C -4.401 0.907 1.133 0.682 -0.263 0.397
C -2.671 -1.416 2.126 0.167 0.478 -0.341
H -3.360 -1.186 -3.371 -0.115 0.187 -0.137
H -3.260 -1.847 -1.751 -0.189 -0.048 0.104
H -1.883 -1.955 -2.836 0.103 -0.064 -0.064
H -0.889 0.758 -4.132 -0.192 -0.024 -0.197
H 0.274 0.501 -2.846 -0.062 -0.001 0.004
H -0.531 2.056 -3.012 0.014 0.186 0.069
H -3.757 1.630 -3.353 -0.079 0.048 -0.282
H -3.390 2.579 -1.929 0.091 0.207 0.086
H -4.491 1.214 -1.821 -0.171 -0.107 0.150
H -2.695 3.359 0.236 -0.107 -0.052 -0.003
H -1.330 5.431 0.126 -0.067 0.212 0.022
H 1.129 5.247 -0.233 0.078 -0.022 -0.003
H 2.146 2.990 -0.446 0.032 -0.098 0.021
H -1.693 2.481 2.515 0.003 0.129 -0.025
H -0.929 1.075 3.222 0.172 -0.097 -0.010
H -2.551 1.521 3.702 -0.186 -0.051 0.114
H -4.465 1.898 0.698 0.040 0.214 -0.129
H -4.953 0.924 2.068 -0.173 -0.009 0.238
H -4.910 0.218 0.468 -0.056 -0.171 -0.199
H -1.685 -1.828 2.323 0.181 -0.004 0.061
H -3.184 -2.088 1.444 -0.142 -0.074 -0.097
H -3.217 -1.428 3.065 -0.154 0.129 0.170
Se -0.980 -2.865 -0.301 2.053 -0.026 0.216
N 0.641 -1.993 -0.255 -0.459 -1.661 0.424
C 1.608 -2.953 -0.117 -1.776 0.803 -0.281
C 2.990 -2.773 -0.041 1.629 -0.186 0.109
C 3.832 -3.864 0.051 -0.448 1.675 -0.086
C 3.330 -5.163 0.067 -1.168 -1.073 0.004
C 1.975 -5.382 0.019 1.135 -0.641 0.109
C 1.098 -4.293 -0.070 -1.086 0.396 -0.040
N -0.230 -4.447 -0.126 0.055 0.300 -0.165
H 3.419 -1.789 -0.051 -0.040 0.082 -0.042
H 4.897 -3.691 0.112 0.045 0.009 -0.022
H 4.010 -5.998 0.117 0.044 -0.130 0.040
H 1.553 -6.375 0.044 0.007 -0.088 -0.017
```
Positions in Å, forces in eV/Å.

* relative energy (zero: lowest compared OMol25 entry of this formula, charge and spin): 1.176 eV
* electronic energy: -176741.9439 eV
* highest occupied orbital energy: -7.44 eV
* 2S+1: 1
* E_LUMO: -1.52 eV
* gap between HOMO and LUMO: 5.924 eV

---

This record from the OMol25 dataset describes a structure of composition C24H26F3IrN3OS2Si in a non-equilibrium geometry. The level of theory is ωB97M-V/def2-TZVPD.

The geometry in XYZ format:
```
61
Properties=species:S:1:pos:R:3:forces:R:3
Ir 1.552 -0.509 -0.214 2.587 1.315 0.162
F -1.541 -2.836 8.486 0.040 0.323 -0.077
C -1.133 -3.770 7.610 -0.189 -0.289 0.506
F -2.182 -4.613 7.464 -0.048 -0.038 -0.259
F -0.193 -4.496 8.260 0.187 0.007 -0.129
C -0.646 -3.219 6.314 0.012 0.087 -0.075
C -0.291 -4.119 5.310 -0.083 0.154 0.312
C 0.178 -3.647 4.106 0.046 0.123 -0.027
C 0.311 -2.268 3.885 -0.154 -0.202 0.630
C -0.057 -1.377 4.903 0.090 -0.084 -0.258
C -0.532 -1.847 6.108 -0.151 -0.375 0.233
C 0.792 -1.794 2.653 0.560 0.344 -1.087
C 1.175 -1.409 1.558 -1.500 -0.056 0.153
H -0.390 -5.180 5.490 0.004 -0.073 -0.034
H 0.453 -4.331 3.318 0.027 -0.027 -0.077
H 0.040 -0.315 4.728 0.048 0.048 -0.020
H -0.817 -1.163 6.895 0.011 0.032 0.002
S 3.197 1.233 1.370 -2.096 -0.192 -1.348
C 4.207 0.054 1.901 0.576 -0.558 0.337
N 4.964 -0.722 2.304 0.256 -0.303 0.074
C -3.714 -0.282 0.019 0.061 -0.088 -0.044
C -3.275 0.306 1.366 0.241 -0.039 0.018
C -1.757 0.405 1.198 -0.126 0.161 0.151
O -1.416 -0.716 0.413 -0.276 -0.110 0.030
C -2.395 -0.791 -0.602 -0.110 -0.011 -0.255
H -4.171 0.477 -0.616 -0.062 -0.035 -0.032
H -4.429 -1.090 0.161 -0.093 -0.008 -0.069
H -3.514 -0.381 2.178 -0.017 0.029 0.057
H -3.730 1.272 1.572 -0.061 0.067 0.084
H -1.192 0.338 2.126 0.017 0.065 0.012
H -1.492 1.330 0.667 0.026 -0.057 0.094
H -2.437 -1.828 -0.933 -0.035 -0.008 -0.045
H -2.097 -0.162 -1.449 0.012 -0.080 0.084
C 3.582 1.286 -5.613 0.029 -0.056 0.029
C 3.498 0.677 -4.247 -0.012 -0.086 0.267
C 4.292 1.115 -3.184 0.114 -0.312 0.103
C 4.037 0.577 -1.936 0.141 0.409 -0.132
N 3.081 -0.326 -1.749 -1.427 0.876 -0.880
C 2.407 -0.759 -2.856 0.238 -0.042 0.354
S 1.231 -1.950 -2.540 -0.588 0.372 1.704
N 2.599 -0.282 -4.076 0.041 0.154 -0.664
H 4.615 1.485 -5.888 0.083 0.072 -0.051
H 3.033 2.229 -5.627 0.014 0.045 0.027
H 3.124 0.623 -6.341 0.009 -0.039 0.002
H 5.063 1.857 -3.312 0.071 0.072 -0.033
H 4.590 0.889 -1.058 -0.160 0.087 0.081
C -0.081 2.604 -4.771 -0.280 -0.028 0.580
Si -1.092 2.565 -3.150 -0.148 -0.038 0.017
C -1.508 4.346 -2.599 0.150 -0.623 -0.224
C -2.720 1.610 -3.466 0.561 0.361 0.084
C -0.149 1.697 -1.830 -0.356 0.628 -0.242
C 0.459 1.036 -1.006 1.722 -2.030 -0.188
H -0.659 2.987 -5.610 -0.156 0.076 -0.041
H 0.260 1.604 -5.025 0.014 -0.237 0.014
H 0.804 3.226 -4.665 0.136 0.154 0.099
H -2.041 4.898 -3.367 -0.110 0.055 -0.214
H -0.606 4.898 -2.356 0.232 0.058 0.027
H -2.128 4.336 -1.708 -0.129 -0.080 0.197
H -3.302 2.038 -4.279 -0.024 0.144 -0.155
H -3.346 1.612 -2.577 -0.059 0.027 0.177
H -2.510 0.573 -3.715 0.096 -0.139 -0.040
```
Positions in Å, forces in eV/Å.

* electronic energy: -72366.3960 eV
* highest occupied orbital energy (alpha / beta): -5.11 / -5.11 eV
* 2S+1: 1
* E_LUMO (alpha / beta): 1.58 / 1.58 eV
* gap between HOMO and LUMO (alpha / beta): 6.696 / 6.693 eV
* charge: -1

---

This record from the OMol25 dataset describes a structure of composition C24H26FIrN6 in a non-equilibrium geometry. The level of theory is ωB97M-V/def2-TZVPD.

The geometry in XYZ format:
```
58
Properties=species:S:1:pos:R:3:forces:R:3
Ir -1.643 0.515 0.000 0.113 2.620 0.436
C 1.572 -0.198 3.280 -0.001 0.038 -0.010
C 2.227 0.506 2.086 -0.001 -0.024 0.069
C 3.683 0.869 2.389 -0.044 0.015 -0.033
C 2.096 -0.369 0.853 0.139 0.126 0.016
C 2.839 -1.543 0.763 -0.019 -0.008 0.014
C 2.670 -2.432 -0.285 -0.073 0.026 -0.051
C 1.717 -2.188 -1.267 0.114 0.016 0.102
C 0.931 -1.049 -1.220 -0.275 0.088 -0.168
C -0.072 -0.761 -2.326 -0.351 0.379 -0.041
C 0.598 0.019 -3.461 0.135 -0.175 -0.044
C -0.767 -2.015 -2.847 0.088 0.009 -0.054
C 1.153 -0.137 -0.160 0.571 0.197 -0.478
N 0.309 1.000 -0.149 -2.074 -2.498 1.152
C 0.734 2.279 -0.202 -0.003 0.719 -0.304
C 2.063 2.702 -0.418 -0.154 -0.144 0.096
C 2.328 4.048 -0.501 0.007 0.109 0.015
C 1.300 4.992 -0.386 0.019 -0.155 -0.014
C -0.030 4.605 -0.203 -0.026 0.181 0.022
C -0.266 3.269 -0.132 0.329 -0.372 -0.075
F -1.543 2.771 -0.017 -0.024 -0.025 -0.202
H 1.627 0.432 4.168 -0.001 -0.009 0.005
H 2.078 -1.139 3.505 0.001 -0.003 -0.003
H 0.517 -0.412 3.086 0.003 0.002 0.020
H 1.683 1.438 1.931 -0.014 -0.005 -0.031
H 4.256 -0.003 2.704 0.013 0.001 -0.009
H 3.722 1.595 3.200 0.002 -0.014 0.015
H 4.179 1.303 1.520 0.022 -0.004 0.013
H 3.564 -1.767 1.535 -0.016 -0.001 0.019
H 3.275 -3.328 -0.336 0.014 0.007 0.007
H 1.597 -2.891 -2.080 -0.010 -0.003 0.010
H -0.885 -0.081 -1.938 0.633 -0.615 -0.379
H 1.347 -0.613 -3.943 0.033 0.073 -0.031
H 1.102 0.915 -3.096 -0.013 0.027 -0.002
H -0.130 0.312 -4.217 -0.016 -0.004 0.011
H -0.077 -2.642 -3.413 -0.041 -0.039 0.000
H -1.574 -1.739 -3.527 0.004 0.006 -0.005
H -1.188 -2.619 -2.040 -0.003 -0.005 0.017
H 2.842 1.957 -0.520 0.009 0.026 -0.028
H 3.341 4.385 -0.668 -0.003 0.009 0.004
H 1.531 6.045 -0.463 0.005 0.009 0.017
H -0.831 5.328 -0.132 -0.010 -0.019 -0.015
N -5.824 0.270 -0.227 0.040 0.062 -0.048
C -4.769 1.066 -0.350 -0.059 0.042 0.066
N -3.694 0.352 -0.035 0.351 -0.160 0.089
C -4.183 -0.883 0.265 -0.239 -0.146 -0.012
N -5.477 -0.975 0.162 0.076 0.060 -0.015
C -3.204 -1.873 0.658 0.066 -0.180 0.051
C -3.480 -3.169 1.056 0.020 0.063 0.024
N -2.514 -3.994 1.439 0.021 -0.073 0.002
C -1.276 -3.527 1.437 -0.049 -0.013 0.045
C -0.968 -2.230 1.038 -0.151 -0.046 0.041
N -1.938 -1.405 0.637 0.782 -0.207 -0.297
H -6.797 0.491 -0.393 0.000 0.006 0.012
H -4.800 2.103 -0.639 -0.024 -0.003 -0.027
H -4.500 -3.534 1.067 -0.011 0.015 -0.014
H -0.493 -4.197 1.767 0.034 0.024 -0.016
H 0.042 -1.856 1.046 0.058 -0.005 0.013
```
Positions in Å, forces in eV/Å.

* electronic energy: -39790.5595 eV
* highest occupied orbital energy (alpha / beta): -14.57 / -14.56 eV
* 2S+1: 1
* E_LUMO (alpha / beta): -9.10 / -9.16 eV
* gap between HOMO and LUMO (alpha / beta): 5.477 / 5.403 eV
* charge: +2